[1]
DFT (ωB97M-V with the def2-TZVPD basis set) results for the ion C6H10 with charge +1 in a non-equilibrium geometry.

Its spin multiplicity is 2. As for the total charge: +1. The molar mass is 82.1 g/mol. The LUMO energy (spin up / spin down) comes out at -0.2593 / -0.2508 hartree. Its energy above the lowest of the compared OMol25 structures with the same formula, charge and spin is 3.189 eV. Its orbital gap (spin up / spin down) is 0.20726 / 0.31531 hartree.

```
16
C6H10, DFT ωB97M-V with the def2-TZVPD basis set
C -0.4937 1.6505 0.6359
C -1.9400 -0.8598 0.6405
C 1.9600 -0.9118 -0.5694
C -0.9104 -0.5791 -0.3422
C 0.0284 0.5208 0.0029
C 1.3409 0.4801 -0.4840
H -0.3691 -1.3811 -0.8699
H 1.5940 -1.3557 -1.5121
H -1.4836 1.7374 1.0643
H 2.0891 1.2646 -0.3149
H 0.1454 2.5373 0.6859
H -1.6673 -0.7376 1.6890
H -2.6259 -1.6992 0.5093
H 1.6558 -1.6767 0.1945
H 3.0440 -0.9088 -0.6053
H -2.1174 0.1792 0.1081
```

***

[2]
DFT (ωB97M-V with the def2-TZVPD basis set) results for a structure of composition C6H10Br2OS in a non-equilibrium geometry.

The molar mass is 290.0 g/mol. The LUMO energy comes out at 0.0063 hartree. Its energy above the lowest of the compared OMol25 structures with the same formula, charge and spin is 0.000 eV. Its orbital gap is 0.33181 hartree.

```
20
C6H10Br2OS, DFT ωB97M-V with the def2-TZVPD basis set
Br 2.7665 -1.8425 -0.2030
Br 3.9353 1.0668 0.1533
S 1.3954 1.9507 -1.6294
O 0.2908 -0.3380 -0.9365
C 2.3239 -0.0018 0.2815
C 1.7275 0.0523 1.6716
C 1.1766 1.4324 2.0124
C -0.7900 -0.1328 -1.8432
C 1.2482 0.5494 -0.8539
C -1.6583 -1.3763 -1.8008
H 0.9305 -0.6928 1.7337
H 0.9588 1.4889 3.0763
H -1.3481 0.7601 -1.5364
H -2.1230 -1.4819 -0.8230
H 1.8984 2.2108 1.7698
H -1.0514 -2.2563 -1.9918
H -0.3829 0.0440 -2.8442
H -2.4332 -1.3100 -2.5595
H 2.5077 -0.2223 2.3868
H 0.2581 1.6331 1.4581
```

***

[3]
DFT (ωB97M-V with the def2-TZVPD basis set) results for the ion C6H10BrN2 with charge +1 in a non-equilibrium geometry.

As for the total charge: +1. The molar mass is 190.1 g/mol. The LUMO energy comes out at -0.2358 hartree. Its energy above the lowest of the compared OMol25 structures with the same formula, charge and spin is 1.276 eV. Its orbital gap is 0.30103 hartree. The SMILES is CC(C)C1=[NH+]C=N[C@@H]1Br.

```
19
C6H10BrN2, DFT ωB97M-V with the def2-TZVPD basis set
Br 0.4536 -2.3801 -1.2395
N -0.8473 -0.5563 1.5982
N -1.8597 -2.1007 0.3505
C -1.6536 -1.6555 1.5250
C -0.4838 -0.2115 0.1323
C 1.5688 1.0798 0.6430
C 0.3058 0.9372 -0.2384
C 0.6040 1.0392 -1.7416
C -1.1545 -1.3084 -0.5747
H 0.0069 1.8184 -2.2073
H -2.0870 -2.0902 2.4081
H 2.0850 1.9993 0.3812
H 1.3245 1.1194 1.6996
H -1.7269 -1.0869 -1.4752
H -0.3143 1.8124 0.0322
H 0.4095 0.1093 -2.2653
H 2.2301 0.2380 0.4620
H -0.5107 -0.0506 2.4011
H 1.6495 1.2872 -1.8910
```

***

[4]
DFT (ωB97M-V with the def2-TZVPD basis set) results for a cluster of 2 separate species, C6H10BrN2 in total in a non-equilibrium geometry.

Its spin multiplicity is 3. As for the total charge: +1. The molar mass is 190.1 g/mol. The LUMO energy (spin up / spin down) comes out at -0.1822 / -0.2115 hartree. Its energy above the lowest of the compared OMol25 structures with the same formula, charge and spin is 5.784 eV. Its orbital gap (spin up / spin down) is 0.19157 / 0.28762 hartree.

```
19
C6H10BrN2, DFT ωB97M-V with the def2-TZVPD basis set
Br 3.9401 -0.0785 -0.3267
N 1.4385 1.0099 0.1684
N -0.6335 0.4447 -0.4323
C -0.2273 0.1484 -1.7816
C 2.2515 0.0241 0.3468
C -2.6624 0.9809 0.6765
C -2.0713 0.1353 -0.1070
C 0.0942 0.8514 0.5270
C 1.2378 -1.8535 1.5030
H -2.1906 1.9217 1.0948
H -1.1183 0.1436 -2.4811
H 0.4653 0.9689 -2.0253
H 0.2666 -1.8650 0.7698
H -3.7519 0.8589 1.0619
H 1.1267 -1.4674 2.5130
H 0.3851 -0.7653 -2.0542
H -2.3643 -0.7186 -0.5378
H 1.8602 1.8308 -0.2325
H 1.9536 -2.5702 1.3173
```

***

[5]
DFT (ωB97M-V with the def2-TZVPD basis set) results for a structure of composition C6H10ClIN in a non-equilibrium geometry.

As for the total charge: +1. The molar mass is 258.5 g/mol. The LUMO energy comes out at -0.1708 hartree. Its energy above the lowest of the compared OMol25 structures with the same formula, charge and spin is 0.000 eV. Its orbital gap is 0.29946 hartree.

```
19
C6H10ClIN, DFT ωB97M-V with the def2-TZVPD basis set
I 4.0012 -0.2440 0.4898
Cl 1.2586 1.8464 -0.1133
N -1.5614 0.5908 0.3594
C -2.2462 1.8719 0.2479
C 1.9777 -0.8638 0.0663
C 1.6106 -1.1556 -1.3764
C 1.1672 0.2747 0.6776
C -1.7814 -0.8284 0.3821
C -0.5297 -0.0506 0.6677
H 1.8260 -1.8491 0.5373
H 1.7893 -0.2775 -1.9806
H -1.4246 2.5526 0.2627
H -2.0425 -1.1697 -0.5052
H -2.9834 1.9159 1.0020
H -2.3523 -1.2927 1.2697
H -2.7224 1.7999 -0.6960
H 0.5606 -1.5763 -1.2829
H 2.1184 -2.0430 -1.7153
H 1.3343 0.4988 1.7069
```

***

[6]
DFT (ωB97M-V with the def2-TZVPD basis set) results for an isolated molecule of C6H10ClN in a non-equilibrium geometry.

The molar mass is 131.6 g/mol. The LUMO energy comes out at 0.0105 hartree. Its energy above the lowest of the compared OMol25 structures with the same formula, charge and spin is 3.833 eV. Its orbital gap is 0.33626 hartree. The SMILES is C=C(Cl)C(=C)[C@@H](C)N.

```
18
C6H10ClN, DFT ωB97M-V with the def2-TZVPD basis set
Cl -1.6833 -1.6751 -0.7607
N 1.5336 -0.7004 -1.2821
C -2.4267 0.4901 0.7926
C -1.3841 -0.0858 0.1423
C 1.2466 -0.0898 0.0942
C 1.4548 -1.2067 1.0697
C -0.1415 0.5338 -0.1758
C -0.3005 1.8231 -0.8924
H -2.3121 1.3460 1.3730
H 0.9471 -0.9249 2.1578
H -1.3475 2.1581 -1.1307
H -3.2491 -0.1040 1.0149
H 0.9099 -0.1373 -2.1232
H 0.8329 -1.3837 -1.2634
H 0.8933 -2.1732 0.7341
H 0.3654 2.5550 -1.3353
H 2.0469 0.8307 0.2606
H 2.6143 -1.2557 1.3242
```

***

[7]
DFT (ωB97M-V with the def2-TZVPD basis set) results for the ion C6H10ClN2 with charge +1 in a non-equilibrium geometry.

As for the total charge: +1. The molar mass is 145.6 g/mol. The LUMO energy comes out at -0.2173 hartree. Its energy above the lowest of the compared OMol25 structures with the same formula, charge and spin is 2.451 eV. Its orbital gap is 0.34155 hartree. The SMILES is CC[C@@]1(C)C=NC(Cl)=[NH+]1.

```
19
C6H10ClN2, DFT ωB97M-V with the def2-TZVPD basis set
Cl -3.9492 -0.6364 1.0397
N -1.8792 1.1392 1.0118
N -1.3133 -0.9831 0.5565
C -0.0781 -0.1472 0.3363
C -2.3669 -0.1236 0.9522
C -0.6417 1.1837 0.7126
C 0.3000 -0.2768 -1.2469
C 1.2178 0.8682 -1.7465
C 1.0818 -0.7279 1.0893
H -1.1056 -1.9416 0.7351
H -0.7152 -0.0224 -1.5788
H 1.7270 0.1703 1.4125
H 0.9564 -1.1997 2.1370
H 0.8330 -1.1905 -1.3027
H 0.7475 1.8534 -1.8687
H 2.0515 0.7932 -1.0248
H 1.6153 0.5717 -2.7110
H 1.6024 -1.4409 0.5108
H -0.0836 2.1104 0.9856
```

***

[8]
DFT (ωB97M-V with the def2-TZVPD basis set) results for a structure of composition C6H10ClN3 in a non-equilibrium geometry.

The molar mass is 159.6 g/mol. The LUMO energy comes out at 0.0122 hartree. Its energy above the lowest of the compared OMol25 structures with the same formula, charge and spin is 2.679 eV. Its orbital gap is 0.31139 hartree.

```
20
C6H10ClN3, DFT ωB97M-V with the def2-TZVPD basis set
Cl 2.5099 1.1025 -1.2673
N 1.7090 -0.6076 0.8181
N -1.4127 0.7547 -0.5340
N 1.3742 1.5907 1.1956
C -0.2278 -1.1314 -1.2872
C -1.7104 2.0488 0.1026
C 1.3267 -1.8022 0.6124
C 0.3528 -2.2792 -0.3580
C 1.3706 0.5561 0.2242
C -0.3416 0.1467 -0.5901
H 2.3259 1.7468 1.5203
H -0.5018 -2.7519 0.1989
H 0.8298 -3.0857 -1.1084
H -1.0062 2.3014 0.9237
H 1.7061 -2.6201 1.2397
H 1.3320 2.4675 0.6642
H 0.4755 -1.1144 -2.2760
H -2.7870 2.1030 0.3724
H -1.5023 2.7377 -0.8794
H -1.2819 -1.2624 -1.6230
```

***

[9]
DFT (ωB97M-V with the def2-TZVPD basis set) results for an isolated molecule of C6H10ClN3O in a non-equilibrium geometry.

The molar mass is 175.6 g/mol. The LUMO energy (spin up / spin down) comes out at 0.0078 / 0.0078 hartree. Its energy above the lowest of the compared OMol25 structures with the same formula, charge and spin is 1.470 eV. Its orbital gap (spin up / spin down) is 0.29658 / 0.29658 hartree.

```
21
C6H10ClN3O, DFT ωB97M-V with the def2-TZVPD basis set
Cl 3.3392 -0.6144 0.5719
O -2.8126 -0.8884 0.2459
N -0.5304 0.9374 0.4593
N -1.3626 -2.3897 -0.4416
N 0.5747 1.6014 0.2861
C 0.8367 -0.9949 0.1421
C -1.7251 1.5381 1.0109
C -0.4692 -0.3615 0.2865
C 2.1536 0.5494 -1.5100
C 1.8514 -0.1103 -0.1193
C -1.6294 -1.1737 0.1420
H -2.0273 2.5203 0.6296
H 0.6318 2.5660 0.7852
H -0.4082 -2.8424 -0.4195
H 2.7265 -0.2015 -2.1267
H 2.8484 1.2608 -1.2084
H -1.6151 1.7745 2.1477
H -2.4504 0.8347 0.8704
H 0.9888 -1.9993 0.6872
H 1.3445 0.9522 -1.9674
H -2.2654 -2.9587 -0.4719
```

***

[10]
DFT (ωB97M-V with the def2-TZVPD basis set) results for an isolated molecule of C6H10F3NO3S in a non-equilibrium geometry.

The molar mass is 233.2 g/mol. The LUMO energy comes out at 0.0070 hartree. Its energy above the lowest of the compared OMol25 structures with the same formula, charge and spin is 0.822 eV. Its orbital gap is 0.38182 hartree.

```
24
C6H10F3NO3S, DFT ωB97M-V with the def2-TZVPD basis set
S 0.1257 -2.4830 -1.2883
F 2.3963 -0.6406 -1.1325
F 0.4244 -2.2602 0.3419
F -1.3377 -4.2400 -0.0575
O -0.2661 -4.0735 -0.9416
O -1.1155 -1.8866 -1.6388
O 1.1978 -2.8591 -2.1328
N 0.6928 0.3576 -0.1894
C -0.7254 0.5878 0.1039
C 1.5437 1.1688 0.6761
C -1.4569 1.1403 -1.1126
C 1.0683 -0.5474 -1.0230
C 0.6743 1.3680 1.9096
C -0.7113 1.5528 1.2964
H -1.1706 -0.3750 0.3692
H -1.4633 0.3917 -1.8987
H 0.9902 2.2185 2.5092
H -0.8285 2.5791 0.9436
H -1.5117 1.3367 1.9997
H 1.7530 2.1212 0.1795
H -0.9781 2.0514 -1.4736
H 2.4834 0.6541 0.8723
H 0.6995 0.4700 2.5268
H -2.4842 1.3673 -0.8393
```

***

[11]
DFT (ωB97M-V with the def2-TZVPD basis set) results for the ion C6H10FN2 with charge +1 in a non-equilibrium geometry.

Its spin multiplicity is 3. As for the total charge: +1. The molar mass is 129.2 g/mol. The LUMO energy (spin up / spin down) comes out at -0.1149 / -0.2549 hartree. Its orbital gap (spin up / spin down) is 0.22324 / 0.31226 hartree.

```
19
C6H10FN2, DFT ωB97M-V with the def2-TZVPD basis set
F -0.9483 -1.8006 -3.1154
N 0.0246 -0.2593 0.1386
N 0.4574 1.7401 -0.4995
C 0.3381 0.9632 0.5761
C 0.0824 1.0996 -1.5901
C -0.2130 -0.2479 -1.1876
C -0.1252 -1.3287 1.0621
C 0.7849 1.5571 1.8568
C -0.8981 -1.8880 -1.7224
H -0.1308 1.5322 2.5591
H 0.5532 2.8207 -0.5194
H -0.1354 -0.8496 2.0973
H 1.1996 2.5684 1.7041
H -1.2084 -1.7004 0.9288
H -0.0349 1.5537 -2.5923
H -1.9785 -1.8842 -1.4947
H -0.0559 -2.5626 -1.5535
H 1.6918 0.9580 2.2530
H 0.5963 -2.2718 1.0990
```

***

[12]
DFT (ωB97M-V with the def2-TZVPD basis set) results for a cluster of 2 separate species, C6H10FN4O2S in total in a non-equilibrium geometry.

As for the total charge: +1. The molar mass is 221.2 g/mol. The LUMO energy comes out at -0.1933 hartree. Its orbital gap is 0.28461 hartree.

```
24
C6H10FN4O2S, DFT ωB97M-V with the def2-TZVPD basis set
S -0.4094 -1.8292 -2.7868
F -1.4375 -2.9192 -3.0312
O 0.6371 -2.3610 -2.0095
O -0.1961 -1.0581 -3.9344
N -2.3487 0.9178 -0.6507
N -0.4923 1.1259 -2.1737
N -1.4066 -0.9552 -1.6754
N -0.0804 0.9577 2.0290
C 0.8949 1.5966 2.6728
C 0.2260 -0.2167 1.4864
C -1.4100 0.3431 -1.5235
C 2.4773 -0.1302 2.2157
C 1.4740 -0.8090 1.5405
C 2.1837 1.0951 2.7933
H -0.9542 1.7597 -2.8224
H -0.0187 1.6757 -1.4543
H -3.2118 0.3755 -0.6965
H 1.6556 -1.7670 1.0730
H 3.4714 -0.5501 2.2894
H 2.9382 1.6548 3.3270
H 0.6241 2.5495 3.1108
H -2.0197 0.7759 0.3164
H -0.6011 -0.7111 0.9782
H -1.9956 -1.5203 -1.0738
```

***

[13]
DFT (ωB97M-V with the def2-TZVPD basis set) results for a cluster of 2 separate species, C6H10FN4O3S in total.

As for the total charge: +1. The molar mass is 237.2 g/mol. The LUMO energy comes out at -0.1879 hartree. Its orbital gap is 0.26838 hartree.

```
25
C6H10FN4O3S, DFT ωB97M-V with the def2-TZVPD basis set
S 0.0830 -0.0081 2.4905
F 3.2524 1.6738 -0.8416
O 4.9067 0.7036 0.3022
O 2.6670 4.3718 1.3028
O -1.3818 -0.2997 -0.2928
N -2.9113 -1.5355 -1.3629
N 3.4852 2.2058 1.3362
N 0.2651 2.5889 1.5616
N 1.2147 2.7799 0.4852
C -1.1113 -2.6849 -0.1764
C 3.9893 1.4250 0.2803
C 2.5556 3.2300 1.0777
C -3.5545 -2.7504 -1.8336
C -1.8028 -1.4117 -0.6079
C 0.2252 1.4260 2.0060
H -0.2371 -2.4218 0.4117
H 3.2704 1.6502 2.1597
H -0.7858 -3.2647 -1.0398
H 0.8533 3.5453 -0.0921
H 1.2879 1.9404 -0.1003
H -3.3273 -0.6532 -1.6202
H -4.5764 -2.8114 -1.4601
H -3.0104 -3.6231 -1.4897
H -1.7731 -3.3068 0.4264
H -3.5842 -2.7696 -2.9228
```